Record 1
This record from the OMol25 dataset describes C10H21CeF5IOP2 as an isolated structure in a non-equilibrium geometry. The level of theory is ωB97M-V with the def2-TZVPD basis set.

calculated total energy	-2422.53085	a.u.
HOMO energy (spin up / spin down)	-19.16 / -19.16	eV
charge	+3
LUMO energy (spin up / spin down)	-0.494 / -0.494	Eh

Each line ends with the Löwdin charge.
Cartesian coordinates (Å):
1 C 0.85 -5.33 -0.80  -0.3982
2 I 0.62 -3.25 -0.25  0.9000
3 H 0.07 -5.55 -1.53  0.0244
4 H 0.74 -5.95 0.09  0.0331
5 H 1.85 -5.45 -1.24  0.0296
6 Ce -0.51 0.44 -0.32  0.9219
7 P -2.19 -0.63 1.59  0.7643
8 C -1.65 -1.08 3.26  -0.1847
9 C -3.46 0.71 1.71  -0.1794
10 H -4.30 0.36 2.32  0.0926
11 H -3.94 -2.34 1.47  0.0893
12 H -3.82 0.97 0.69  0.0764
13 H -3.44 -1.77 -0.16  0.0721
14 H -1.12 -0.21 3.72  0.0744
15 H -3.01 1.61 2.17  0.0652
16 C -3.09 -2.06 0.85  -0.2036
17 H -2.46 -1.37 3.92  0.0867
18 H -2.39 -2.91 0.75  0.0205
19 H -0.92 -1.91 3.20  0.0731
20 P 1.55 0.94 -2.07  0.7693
21 C 3.29 1.01 -1.56  -0.1854
22 C 1.37 -0.16 -3.53  -0.1907
23 H -0.02 2.58 -3.00  0.0771
24 H 1.68 2.88 -3.52  0.0944
25 H 1.14 3.35 -1.87  0.0578
26 C 1.04 2.61 -2.67  -0.1780
27 H 0.30 -0.18 -3.83  0.0725
28 H 1.98 0.18 -4.36  0.0900
29 H 3.94 1.34 -2.36  0.0876
30 H 3.61 0.01 -1.23  0.0780
31 H 1.66 -1.19 -3.24  0.0603
32 H 3.40 1.70 -0.71  0.0634
33 C 1.12 -0.10 1.17  -0.1812
34 O 1.89 -0.58 1.90  0.2360
35 F -0.74 2.29 2.33  0.0525
36 C -0.05 2.40 1.10  -0.3692
37 F -0.95 3.15 0.27  0.0445
38 C 1.19 3.17 1.37  -0.5663
39 F 0.89 4.37 1.91  0.2118
40 F 1.98 2.51 2.24  0.1798
41 F 1.92 3.42 0.25  0.1382

Record 2
This record from the OMol25 dataset describes a 6-piece molecular cluster, C40H73BClF3NO10S overall in a non-equilibrium geometry. The level of theory is ωB97M-V with the def2-TZVPD basis set.

energy above the lowest of the compared OMol25 structures with the same formula, charge and spin	842.8	kJ/mol
calculated total energy	-3557.72335	a.u.
HOMO energy	-5.89	eV
charge	-1
LUMO energy	0.053	Eh

Each line ends with the Löwdin charge.
Cartesian coordinates (Å):
1 C 11.78 -2.68 -3.96  -0.1336
2 C 11.86 -2.58 -2.34  -0.2517
3 C 10.44 -3.07 -1.75  -0.5416
4 Cl 10.74 -4.77 -1.05  0.5337
5 C 9.90 -2.14 -0.53  -0.2358
6 O 10.15 -0.71 -0.69  -0.0356
7 B 8.97 0.06 -0.27  -0.9498
8 C 8.81 1.29 -1.34  -0.1120
9 C 8.91 0.85 -2.89  -0.1722
10 C 7.70 -0.06 -3.41  -0.2054
11 O 8.08 -0.78 -4.64  -0.1457
12 S 9.25 0.71 1.51  0.9134
13 O 8.51 -0.20 2.48  -0.3678
14 O 10.72 0.68 1.94  -0.3692
15 C 8.65 2.46 1.80  -0.4312
16 F 9.28 3.45 0.98  0.0403
17 F 9.00 2.81 3.16  0.0177
18 F 7.22 2.55 1.69  0.0345
19 O 7.93 -0.96 -0.16  -0.0428
20 C 8.28 -2.35 -0.37  -0.2115
21 C 7.81 -3.42 0.74  -0.1299
22 C 6.89 -4.60 0.17  -0.2122
23 C 5.44 -4.15 -0.35  -0.1948
24 C 4.20 -4.66 0.54  -0.2094
25 C 3.30 -5.82 -0.13  -0.2217
26 C 2.71 -5.46 -1.58  -0.2257
27 C 1.61 -4.29 -1.58  -0.2107
28 C 0.14 -4.73 -1.10  -0.2034
29 C -0.64 -3.61 -0.22  -0.1954
30 C -1.78 -2.82 -1.03  -0.1944
31 C -3.25 -2.89 -0.38  -0.1689
32 C -3.85 -1.46 0.07  -0.1633
33 N -4.82 -0.86 -0.88  -0.1582
34 C -5.63 0.26 -0.44  -0.0911
35 C -6.58 0.83 -1.54  -0.0700
36 C -6.24 -0.13 -2.74  -0.0956
37 C -5.16 -1.16 -2.26  -0.0739
38 H 10.89 -3.34 -4.30  0.0739
39 H 12.73 -3.16 -4.40  0.0698
40 H 11.63 -1.62 -4.39  0.0689
41 H 12.17 -1.53 -1.98  0.1188
42 H 12.67 -3.33 -2.00  0.0838
43 H 9.63 -3.08 -2.56  0.1044
44 H 10.56 -2.36 0.40  0.1615
45 H 7.86 1.88 -1.08  0.1108
46 H 9.70 2.02 -1.15  0.1156
47 H 9.95 0.38 -3.03  0.1131
48 H 8.87 1.83 -3.51  0.1129
49 H 7.40 -0.86 -2.66  0.1090
50 H 6.81 0.61 -3.72  0.1279
51 H 9.04 -1.00 -4.61  0.0577
52 H 7.84 -2.65 -1.39  0.1359
53 H 8.78 -3.92 1.12  0.1018
54 H 7.37 -2.90 1.68  0.1340
55 H 7.46 -5.07 -0.71  0.0959
56 H 6.79 -5.41 0.99  0.1067
57 H 5.41 -2.99 -0.33  0.1213
58 H 5.35 -4.47 -1.46  0.1001
59 H 3.50 -3.78 0.75  0.1017
60 H 4.62 -5.09 1.53  0.1080
61 H 2.38 -5.95 0.57  0.1021
62 H 3.83 -6.85 -0.10  0.1120
63 H 3.54 -5.22 -2.34  0.0992
64 H 2.23 -6.45 -1.98  0.1111
65 H 1.50 -3.96 -2.69  0.1119
66 H 1.98 -3.36 -1.02  0.1017
67 H 0.20 -5.72 -0.49  0.0976
68 H -0.50 -4.98 -2.03  0.1046
69 H -1.05 -4.18 0.70  0.0844
70 H 0.16 -2.90 0.19  0.1014
71 H -1.41 -1.72 -1.14  0.1141
72 H -1.84 -3.29 -2.07  0.0987
73 H -3.95 -3.38 -1.15  0.1008
74 H -3.20 -3.58 0.55  0.1009
75 H -4.23 -1.49 1.16  0.1295
76 H -2.94 -0.74 0.11  0.1259
77 H -5.58 0.72 0.60  0.0998
78 H -7.32 1.71 -1.50  0.0767
79 H -6.73 -0.02 -3.76  0.0660
80 H -4.69 -2.00 -2.86  0.0972
81 C -1.57 -8.11 2.65  -0.0224
82 C -2.45 -6.97 2.21  -0.4926
83 O -2.15 -6.28 1.26  0.0530
84 C -3.72 -6.72 2.99  -0.0233
85 H -0.70 -8.17 2.00  0.0837
86 H -1.23 -7.94 3.68  0.0866
87 H -2.12 -9.05 2.59  0.0849
88 H -3.47 -6.49 4.03  0.0862
89 H -4.36 -7.60 2.94  0.0850
90 H -4.25 -5.87 2.56  0.0805
91 C -6.83 4.90 -0.17  -0.0225
92 C -6.76 3.94 0.98  -0.4963
93 O -7.52 2.98 1.05  0.0373
94 C -5.72 4.19 2.03  -0.0307
95 H -7.62 4.60 -0.86  0.0792
96 H -7.05 5.91 0.20  0.0538
97 H -5.88 4.91 -0.72  0.0892
98 H -5.89 5.16 2.50  0.0850
99 H -4.72 4.16 1.59  0.0937
100 H -5.78 3.41 2.80  0.0785
101 C -4.05 5.02 5.13  -0.0294
102 C -3.45 6.29 4.57  -0.5041
103 O -3.05 6.34 3.42  0.0623
104 C -3.35 7.48 5.48  -0.0283
105 H -4.05 4.25 4.36  0.0669
106 H -3.45 4.67 5.98  0.0867
107 H -5.08 5.21 5.45  0.0884
108 H -2.72 7.24 6.34  0.0848
109 H -4.35 7.77 5.81  0.0838
110 H -2.90 8.31 4.94  0.0832
111 C -9.40 9.54 1.75  -0.0265
112 C -9.43 8.10 1.32  -0.4874
113 O -8.40 7.48 1.12  0.0528
114 C -10.77 7.46 1.13  -0.0263
115 H -8.36 9.87 1.84  0.0822
116 H -9.90 10.16 1.00  0.0844
117 H -9.89 9.65 2.72  0.0841
118 H -11.34 7.99 0.36  0.0820
119 H -11.33 7.47 2.08  0.0912
120 H -10.64 6.42 0.82  0.0716
121 C -12.12 6.14 -2.88  -0.0218
122 C -12.43 5.19 -1.75  -0.4919
123 O -12.48 5.58 -0.59  0.0508
124 C -12.69 3.75 -2.10  -0.0227
125 H -11.96 7.14 -2.47  0.0787
126 H -11.21 5.81 -3.38  0.0880
127 H -12.95 6.17 -3.58  0.0852
128 H -11.80 3.32 -2.58  0.0882
129 H -13.55 3.68 -2.77  0.0848
130 H -12.91 3.19 -1.19  0.0851